C26H55ClIrN2O3P2 | ωB97M-V/def2-TZVPD

XYZ file:
```
90
Properties=species:S:1:pos:R:3:forces:R:3:lowdin_charge:R:1
Ir -1.33718 0.08642 -0.22962 -3.020 2.031 -2.249 0.9323
P -1.33437 0.70327 2.20495 -2.758 2.146 -0.362 0.9844
C -3.02559 0.40539 2.96332 0.346 0.377 0.203 -0.4878
C -0.16258 -0.08347 3.46402 0.818 -0.207 -0.302 -0.3964
C -1.14186 2.54895 2.28775 -0.437 0.091 0.214 -0.4783
C -3.74857 -0.82882 2.44873 -0.212 -0.263 -0.062 -0.1402
H -3.57921 1.27846 2.59971 0.023 0.112 0.073 0.0999
C -3.04898 0.41337 4.48702 -0.294 0.027 0.370 -0.1334
H -2.73918 -0.55081 4.89725 0.068 0.021 -0.075 0.0742
H -4.07767 0.58502 4.82419 0.021 -0.048 0.049 0.0756
H -2.43019 1.18467 4.94065 0.005 -0.002 -0.032 0.0449
H -4.20788 -0.64591 1.47732 0.145 -0.094 -0.031 0.0571
H -4.54667 -1.09444 3.14912 -0.071 0.037 0.007 0.0696
H -3.08725 -1.69108 2.35948 0.005 0.062 -0.047 0.0600
H -2.01490 2.83892 1.68924 -0.015 0.069 0.050 0.0939
C 0.09020 3.08851 1.58554 0.191 1.896 -0.084 -0.1419
C -1.28119 3.17037 3.66677 -0.053 0.398 0.311 -0.1255
H -2.31020 3.17633 4.02540 -0.053 -0.093 0.077 0.0612
H -0.95157 4.21588 3.62633 -0.064 -0.098 0.025 0.0732
H -0.65687 2.66973 4.41055 0.038 -0.007 -0.005 0.0679
H 0.53104 2.36768 0.90878 -0.508 1.508 0.582 -0.0265
H 0.86544 3.39567 2.28695 0.044 0.060 0.281 0.0778
H -0.17977 3.96147 0.98764 -0.067 0.335 0.190 0.0796
C -0.28359 -1.61911 3.42761 0.050 -0.870 2.049 -0.1052
H -0.53072 0.25570 4.41148 -0.482 0.476 1.294 0.0889
C 1.30062 0.39177 3.34655 0.231 1.175 0.988 -0.0806
H -1.22162 -1.96043 3.80185 -0.896 -0.205 0.510 0.0704
H 0.52329 -2.04363 4.00170 0.133 -0.074 0.828 0.0851
H -0.18033 -1.99565 2.40124 -0.403 -1.247 2.249 0.0483
H 1.63800 0.38475 2.29026 0.148 1.369 2.061 0.0512
H 1.92575 -0.30626 3.88883 0.147 0.195 0.272 0.1007
H 1.43428 1.36955 3.72696 -0.041 1.375 0.805 0.0675
Cl 0.94480 -1.05436 0.01379 0.192 -4.642 -6.750 0.8835
H -2.26594 -1.14673 0.22644 -1.595 -0.429 -1.250 -0.0156
H -0.82113 1.60339 -0.50352 -0.608 0.755 -1.245 -0.0005
P -1.41625 -0.38022 -2.41245 -0.470 -0.061 -0.617 0.8514
C -1.97173 1.10958 -3.41828 -0.113 -0.448 -0.070 -0.5248
C 0.04463 -1.03664 -3.38027 -0.462 0.136 -0.179 -0.5174
C -2.84723 -1.56670 -2.62496 0.107 0.349 -0.533 -0.5513
C -1.43323 2.44423 -2.92068 0.050 0.285 0.029 -0.1575
H -3.05357 1.11492 -3.23624 -0.014 -0.093 -0.084 0.0991
C -1.73281 0.99774 -4.92143 -0.139 0.063 -0.310 -0.1345
H -0.69856 1.23334 -5.18196 0.014 -0.034 0.082 0.0718
H -2.36413 1.72839 -5.43789 0.065 -0.006 -0.008 0.0770
H -1.96771 0.02002 -5.33797 -0.007 -0.011 0.015 0.0451
H -1.94473 2.76835 -2.01445 0.213 -0.082 -0.005 0.0490
H -1.59824 3.20774 -3.68681 -0.058 -0.003 -0.086 0.0699
H -0.36211 2.40912 -2.71572 -0.043 0.001 0.099 0.0609
H -3.65408 -0.94837 -2.21342 0.072 -0.014 -0.032 0.0876
C -2.74667 -2.81881 -1.75968 0.087 -0.348 0.186 -0.1557
C -3.21382 -1.93896 -4.05504 -0.277 -0.164 -0.188 -0.1291
H -3.68184 -1.11783 -4.59570 0.063 0.082 -0.059 0.0617
H -3.93415 -2.76368 -4.03930 -0.001 0.054 -0.060 0.0727
H -2.34809 -2.28283 -4.62549 0.026 -0.022 0.001 0.0686
H -1.94186 -2.75830 -1.03059 -0.064 -0.041 0.079 0.0306
H -2.59681 -3.71785 -2.36176 0.067 0.045 -0.139 0.0667
H -3.68396 -2.95213 -1.21005 0.167 -0.059 0.023 0.0765
C 1.22639 -0.08536 -3.25515 0.169 0.267 0.112 -0.1127
H -0.28699 -1.02680 -4.42385 -0.026 -0.063 0.023 0.0846
C 0.43707 -2.46607 -3.03931 -0.017 -0.271 0.103 -0.1187
H 1.15736 0.76437 -3.93918 -0.092 -0.003 0.071 0.0727
H 2.15229 -0.61718 -3.49024 -0.167 0.072 -0.038 0.0545
H 1.31240 0.30881 -2.24131 0.123 -0.021 -0.165 0.0267
H 0.61051 -2.60207 -1.97195 -0.020 0.001 -0.018 0.0291
H 1.36819 -2.71598 -3.55999 -0.063 0.040 0.014 0.0788
H -0.31618 -3.18466 -3.36443 -0.100 -0.021 0.063 0.0614
C 5.49795 1.21999 0.02382 0.154 0.152 -0.115 -0.1163
C 4.44290 0.90215 1.08667 0.247 -0.095 0.231 -0.2167
C 3.24641 0.03909 0.58051 0.669 -1.071 0.276 -0.1884
C 3.79899 -1.11060 -0.49392 0.408 -0.977 0.388 -0.2103
C 4.47561 -1.17322 -1.85906 0.078 0.460 -1.258 -0.1259
C 3.00822 -1.11564 1.70889 -1.602 -1.796 0.947 -0.5188
O 3.95643 -1.79525 2.13310 0.247 1.149 -0.299 -0.0226
N 1.73943 -1.53263 2.09853 3.200 -0.617 -0.695 -0.0999
C 0.25206 -0.48579 1.69449 1.338 -3.255 -7.850 -0.7820
O -0.93958 -1.28646 1.27464 1.386 -0.580 2.951 -0.6435
N 0.24260 0.85529 0.74008 5.088 0.468 4.001 -0.5390
C 1.83982 1.11310 0.16633 0.982 -0.804 -0.820 -0.3320
O 1.99998 1.91989 -0.73841 -0.352 -1.415 1.824 0.0153
H 6.03925 0.29503 -0.24067 -0.403 0.388 -0.079 0.0601
H 6.28530 1.87141 0.43931 -0.418 0.089 -0.150 0.0671
H 5.04833 1.67855 -0.87406 0.348 -0.175 0.278 0.0815
H 5.03040 0.34912 1.85317 -0.834 0.058 -0.232 0.1099
H 4.06838 1.81511 1.58317 0.060 -0.224 -0.321 0.1109
H 4.62174 -1.63556 0.03436 -0.893 0.525 0.710 0.1050
H 3.01403 -1.88428 -0.61702 0.319 0.603 0.529 0.0620
H 5.45341 -0.69328 -1.95268 -0.164 0.122 0.184 0.0500
H 4.66021 -2.25237 -2.07578 -0.190 0.599 0.306 0.0859
H 3.87388 -0.82473 -2.68851 -0.100 0.261 -0.200 0.0291
H 1.74175 -2.46965 2.49426 0.309 0.273 0.090 0.1090
```
Positions in Å, forces in eV/Å.

Properties
- frontier orbital gap (alpha / beta) (Eh) = 0.14445 / 0.18801
- spin multiplicity = 5
- charge = -1
- HOMO (alpha / beta) (eV) = -1.4 / -3.1
- energy relative to the best compared isomer or geometry (same formula, charge and spin) (kJ/mol) = 2193.5
- electronic energy (eV) = -70892.9541